{"formula": "C46H53N2OSi", "method": "ωB97M-V/def2-TZVPD", "elements": ["C", "Si", "C", "C", "O", "C", "C", "C", "C", "C", "C", "C", "C", "C", "C", "C", "C", "C", "C", "C", "C", "C", "N", "C", "C", "C", "C", "C", "C", "C", "C", "C", "H", "H", "H", "H", "H", "H", "H", "H", "H", "H", "H", "H", "H", "H", "H", "H", "H", "H", "H", "H", "H", "H", "H", "H", "H", "H", "H", "H", "H", "H", "H", "H", "H", "H", "C", "C", "C", "C", "C", "C", "C", "C", "C", "C", "C", "C", "C", "C", "C", "N", "C", "C", "H", "H", "H", "H", "H", "H", "H", "H", "H", "H", "H", "H", "H", "H", "H", "H", "H", "H", "H"], "positions_angstrom": [[3.9690, 3.6037, 3.0129], [3.8633, 1.9586, 3.8672], [5.3287, 0.8732, 3.5013], [3.5757, 2.1317, 5.6932], [2.5937, 1.1094, 3.2231], [1.1907, 0.9751, 3.1442], [0.7148, -0.1347, 4.1125], [1.6131, -1.0513, 4.6592], [1.1278, -2.1135, 5.4305], [-0.2423, -2.2549, 5.6586], [-1.1363, -1.3030, 5.1640], [-0.6502, -0.2125, 4.4356], [0.5385, 2.3232, 3.4882], [0.2293, 2.5948, 4.8229], [-0.2871, 3.8441, 5.1800], [-0.4400, 4.8355, 4.2098], [-0.0837, 4.5720, 2.8874], [0.4297, 3.3235, 2.5234], [0.9672, 0.4460, 1.6814], [1.6702, -0.9147, 1.4498], [0.6066, -1.9913, 1.6729], [-0.7489, -1.2757, 1.5925], [-0.4308, 0.1344, 1.3411], [-1.1901, 0.9687, 0.6270], [-2.3658, 0.6842, -0.0671], [-3.0143, -0.5089, -0.4232], [-4.2394, -0.8575, 0.2851], [-5.3287, -1.4824, -0.3749], [-6.5844, -1.5344, 0.2292], [-6.7682, -1.0774, 1.5433], [-5.6733, -0.5626, 2.2511], [-4.4195, -0.4755, 1.6465], [4.8607, 4.1411, 3.3669], [4.0500, 3.4762, 1.9247], [3.0869, 4.2235, 3.2166], [6.2488, 1.3358, 3.8854], [5.2179, -0.1108, 3.9751], [5.4428, 0.7143, 2.4203], [4.5171, 2.4487, 6.1696], [2.8009, 2.8786, 5.9098], [3.2633, 1.1776, 6.1347], [2.6885, -0.9270, 4.4918], [1.8464, -2.8273, 5.8405], [-0.6133, -3.1052, 6.2306], [-2.2125, -1.3956, 5.3346], [-1.3366, 0.5728, 4.0956], [0.3827, 1.8296, 5.5889], [-0.5564, 4.0178, 6.2219], [-0.8311, 5.8126, 4.4941], [-0.1916, 5.3391, 2.1208], [0.7551, 3.1319, 1.5012], [1.3568, 1.2059, 0.9883], [1.9676, -0.9180, 0.3903], [2.5693, -1.0290, 2.0558], [0.6523, -2.7810, 0.9103], [0.7258, -2.4709, 2.6501], [-1.4257, -1.6949, 0.8377], [-1.2836, -1.3669, 2.5535], [-0.8285, 1.9960, 0.5530], [-2.8784, 1.6199, -0.3376], [-2.8345, -1.0192, -1.3727], [-5.1654, -1.8587, -1.3864], [-7.4362, -1.9245, -0.3324], [-7.7527, -1.1246, 2.0126], [-5.8023, -0.1975, 3.2725], [-3.5666, -0.0652, 2.1981], [0.4776, -3.0444, -8.7328], [-0.8172, -2.5403, -8.5680], [-1.1701, -1.8782, -7.3830], [-0.2257, -1.6983, -6.3685], [-0.5750, -0.8369, -5.1398], [0.0717, 0.5590, -5.2415], [-0.3657, 1.5612, -4.3596], [0.3228, 2.7761, -4.2691], [1.4561, 3.0038, -5.0639], [1.8493, 2.0390, -5.9993], [1.1259, 0.8481, -6.1255], [-0.1700, -1.4727, -3.7693], [0.0937, -2.9822, -3.7532], [0.2411, -3.2719, -2.2595], [-0.5544, -2.1601, -1.5581], [-1.0446, -1.2716, -2.6206], [1.0668, -2.2176, -6.5354], [1.4157, -2.9024, -7.7050], [0.7544, -3.5617, -9.6540], [-1.5595, -2.6464, -9.3646], [-2.1772, -1.4706, -7.2556], [-1.6679, -0.7075, -5.1402], [-1.2510, 1.3849, -3.7427], [-0.0247, 3.5416, -3.5686], [2.0347, 3.9246, -4.9503], [2.7211, 2.2037, -6.6407], [1.4064, 0.1498, -6.9150], [0.7984, -0.9870, -3.5184], [-0.7658, -3.5151, -4.1859], [0.9881, -3.2517, -4.3229], [-0.1122, -4.2601, -1.9635], [1.3008, -3.1902, -1.9750], [-1.3922, -2.5784, -0.9859], [0.0964, -1.6257, -0.8396], [-1.1254, -0.2899, -2.3427], [1.8235, -2.0522, -5.7629], [2.4219, -3.3117, -7.8046]], "charge": 1, "lumo_energy_ev": -5.31, "de_lowest_ev": 1.707}



{"formula": "C46H54CoN5O3PS", "method": "ωB97M-V/def2-TZVPD", "elements": ["Co", "C", "C", "C", "C", "C", "C", "C", "C", "C", "C", "C", "C", "C", "C", "C", "C", "C", "H", "H", "H", "H", "H", "H", "H", "H", "H", "H", "H", "H", "H", "H", "H", "H", "H", "H", "H", "H", "H", "H", "H", "H", "H", "H", "H", "H", "H", "O", "N", "C", "C", "C", "C", "C", "C", "C", "P", "C", "C", "C", "C", "C", "C", "C", "C", "C", "C", "C", "C", "H", "H", "H", "H", "H", "H", "H", "H", "H", "H", "H", "H", "H", "H", "H", "H", "N", "C", "C", "C", "C", "C", "C", "S", "O", "O", "N", "C", "N", "C", "C", "C", "N", "H", "H", "H", "H", "H", "H", "H", "H", "H"], "positions_angstrom": [[0.1753, 0.5476, 0.3390], [1.1061, -1.1922, 3.2567], [1.7613, -1.4677, 2.0397], [0.7304, -1.6830, 1.0615], [-0.5262, -1.4438, 1.7403], [-0.2958, -1.1914, 3.0944], [-1.3033, -1.0360, 4.2282], [-1.3441, 0.4079, 4.7556], [-0.9032, -1.9646, 5.3821], [-2.7016, -1.4197, 3.7583], [0.6998, -2.8043, 0.0224], [-0.6203, -2.8231, -0.7530], [0.7650, -4.1252, 0.8133], [2.0544, -3.7722, -1.7395], [3.2864, -1.4305, 1.8732], [3.9538, -0.9000, 3.1469], [3.6685, -0.4881, 0.7217], [3.8797, -2.8244, 1.6004], [1.6069, -0.9781, 4.1970], [-1.4965, -1.7034, 1.3340], [-0.3439, 0.7444, 5.0482], [-2.0046, 0.4866, 5.6283], [-1.7204, 1.0837, 3.9814], [0.0614, -1.6771, 5.8075], [-0.8238, -2.9957, 5.0293], [-1.6524, -1.9268, 6.1819], [-3.0085, -0.7926, 2.9203], [-3.4297, -1.2908, 4.5674], [-2.7340, -2.4638, 3.4317], [-1.4077, -3.2588, -0.1364], [-0.5326, -3.4295, -1.6551], [-0.9150, -1.8202, -1.0419], [-0.0068, -4.1059, 1.5863], [1.7322, -4.2435, 1.2977], [0.5755, -4.9891, 0.1685], [3.0141, -3.5858, -2.2162], [1.2940, -3.8312, -2.5240], [2.1068, -4.7347, -1.2237], [3.5995, 0.1019, 3.4141], [5.0333, -0.8337, 2.9823], [3.7850, -1.5653, 3.9983], [3.4119, 0.5494, 0.9643], [3.1271, -0.7752, -0.1739], [4.7480, -0.5376, 0.5262], [3.5346, -3.5423, 2.3494], [4.9737, -2.7815, 1.6505], [3.5978, -3.1791, 0.6084], [1.5025, 1.4874, 2.5066], [0.2347, 1.6076, 1.9880], [-0.2358, 2.7466, 2.2580], [-1.5588, 3.2789, 1.8953], [-1.9500, 4.3910, 2.6460], [-3.1534, 5.0281, 2.4179], [-3.9822, 4.5735, 1.4020], [-3.6005, 3.4793, 0.6453], [-2.4056, 2.8019, 0.8842], [-1.9897, 1.3450, -0.1624], [-2.3752, 2.0266, -1.8270], [-3.5708, 1.7893, -2.5038], [-3.7998, 2.3643, -3.7471], [-2.8416, 3.1815, -4.3290], [-1.6564, 3.4363, -3.6563], [-1.4297, 2.8668, -2.4137], [-3.4016, 0.2140, 0.1073], [-4.3610, 0.3599, 1.1039], [-5.3998, -0.5571, 1.2196], [-5.4870, -1.6289, 0.3457], [-4.5306, -1.7855, -0.6509], [-3.4980, -0.8704, -0.7692], [1.5853, 0.5005, 2.6214], [0.3902, 3.3820, 2.8789], [-1.2873, 4.7521, 3.4253], [-3.4381, 5.8822, 3.0188], [-4.9201, 5.0744, 1.1958], [-4.2450, 3.1407, -0.1569], [-4.3278, 1.1446, -2.0767], [-4.7310, 2.1643, -4.2632], [-3.0175, 3.6151, -5.3065], [-0.8967, 4.0655, -4.1043], [-0.5113, 3.0883, -1.8903], [-4.2968, 1.1760, 1.8113], [-6.1381, -0.4319, 2.0024], [-6.2975, -2.3413, 0.4392], [-4.5908, -2.6204, -1.3398], [-2.7723, -0.9803, -1.5672], [5.4187, -1.1228, -6.2439], [4.2732, -0.9445, -5.4655], [3.0256, -0.7685, -6.0655], [1.8808, -0.6540, -5.2911], [1.9691, -0.7054, -3.9101], [3.2005, -0.8801, -3.3008], [4.3457, -0.9900, -4.0706], [0.4132, -0.7268, -3.0143], [1.8296, -2.6952, -0.8486], [-0.5545, 0.0154, -3.8594], [0.7867, 0.1723, -1.6356], [1.3338, 1.3995, -1.7553], [1.2763, 2.0466, -0.5639], [1.7359, 3.2883, -0.4814], [2.2761, 3.9320, -1.5714], [2.2966, 3.1965, -2.7583], [1.8350, 1.9632, -2.8714], [5.3632, -0.7823, -7.1882], [6.2942, -0.9148, -5.7973], [2.9562, -0.7197, -7.1477], [0.9123, -0.4937, -5.7522], [3.2701, -0.9158, -2.2230], [5.3118, -1.1077, -3.5895], [1.6660, 3.7714, 0.4896], [2.6540, 4.9428, -1.5081], [2.7028, 3.6322, -3.6680]], "s_squared": 0.904, "lumo_energy_ev": [-0.45, -0.40], "multiplicity": 2}



{"formula": "C46H54Si", "method": "ωB97M-V/def2-TZVPD", "elements": ["C", "C", "C", "C", "Si", "H", "H", "H", "H", "H", "H", "H", "H", "H", "H", "H", "H", "C", "C", "C", "C", "C", "C", "H", "H", "H", "H", "H", "H", "C", "C", "C", "C", "C", "C", "H", "H", "H", "H", "H", "H", "C", "C", "C", "C", "C", "C", "H", "H", "H", "H", "H", "H", "C", "C", "C", "C", "C", "C", "H", "H", "H", "H", "H", "H", "C", "C", "C", "C", "C", "C", "H", "H", "H", "H", "H", "H", "C", "C", "C", "C", "C", "C", "H", "H", "H", "H", "H", "H", "C", "C", "C", "C", "C", "C", "H", "H", "H", "H", "H", "H"], "positions_angstrom": [[7.5117, -3.2437, 2.9546], [6.6525, -2.2302, 2.2086], [7.5019, -1.3723, 1.2741], [5.4993, -2.9152, 1.4305], [3.8517, -2.2440, 2.0074], [8.4300, -2.7816, 3.3225], [7.7862, -4.0614, 2.2841], [6.9815, -3.6624, 3.8108], [6.2259, -1.5555, 2.9642], [6.8853, -0.7658, 0.6104], [8.1454, -2.0089, 0.6605], [8.1471, -0.6980, 1.8411], [5.5022, -3.9909, 1.6359], [5.6089, -2.7758, 0.3541], [3.9605, -0.7675, 2.0508], [2.7321, -2.6544, 1.1289], [3.5656, -2.7683, 3.3625], [5.4553, -1.1284, 6.1436], [4.1980, -0.7533, 5.6917], [3.1100, -0.7871, 6.5515], [3.2807, -1.1960, 7.8665], [4.5378, -1.5715, 8.3197], [5.6255, -1.5380, 7.4586], [6.3034, -1.1028, 5.4697], [4.0675, -0.4400, 4.6636], [2.1298, -0.4959, 6.1964], [2.4331, -1.2222, 8.5392], [4.6697, -1.8911, 9.3454], [6.6056, -1.8313, 7.8122], [0.2037, -4.2190, 0.5371], [-0.8231, -3.3186, 0.2926], [-1.7852, -3.0816, 1.2647], [-1.7204, -3.7459, 2.4814], [-0.6937, -4.6475, 2.7252], [0.2681, -4.8840, 1.7532], [0.9583, -4.3963, -0.2185], [-0.8698, -2.7975, -0.6553], [-2.5866, -2.3788, 1.0743], [-2.4698, -3.5607, 3.2401], [-0.6423, -5.1650, 3.6744], [1.0715, -5.5836, 1.9460], [1.9594, 1.4731, -1.7323], [2.0811, 0.3914, -0.8705], [0.9461, -0.2134, -0.3499], [-0.3114, 0.2650, -0.6897], [-0.4347, 1.3479, -1.5490], [0.7012, 1.9520, -2.0705], [2.8458, 1.9433, -2.1388], [3.0627, 0.0201, -0.6025], [1.0411, -1.0581, 0.3213], [-1.1964, -0.2077, -0.2808], [-1.4158, 1.7220, -1.8129], [0.6046, 2.7965, -2.7409], [-4.3035, 4.7525, -1.2267], [-3.5635, 3.7305, -0.6485], [-3.9909, 2.4150, -0.7634], [-5.1555, 2.1195, -1.4574], [-5.8940, 3.1423, -2.0338], [-5.4697, 4.4586, -1.9192], [-3.9707, 5.7786, -1.1379], [-2.6524, 3.9579, -0.1096], [-3.4127, 1.6182, -0.3124], [-5.4874, 1.0930, -1.5519], [-6.8044, 2.9132, -2.5742], [-6.0470, 5.2553, -2.3705], [-7.1210, 0.0306, -3.8957], [-8.2484, 0.0251, -3.0863], [-8.9818, -1.1425, -2.9250], [-8.5871, -2.3040, -3.5734], [-7.4591, -2.2987, -4.3825], [-6.7259, -1.1316, -4.5432], [-6.5453, 0.9393, -4.0215], [-8.5569, 0.9310, -2.5790], [-9.8610, -1.1468, -2.2938], [-9.1583, -3.2146, -3.4472], [-7.1513, -3.2052, -4.8877], [-5.8458, -1.1239, -5.1736], [3.7592, 2.9660, 1.8636], [4.5798, 4.0446, 1.5645], [5.7268, 4.2730, 2.3121], [6.0545, 3.4232, 3.3593], [5.2350, 2.3439, 3.6598], [4.0884, 2.1175, 2.9116], [2.8680, 2.7809, 1.2768], [4.3248, 4.7078, 0.7478], [6.3658, 5.1151, 2.0788], [6.9485, 3.6028, 3.9427], [5.4873, 1.6831, 4.4800], [3.4473, 1.2761, 3.1400], [-4.7707, 3.3231, -7.8128], [-5.9028, 3.3137, -7.0098], [-6.6391, 2.1468, -6.8623], [-6.2439, 0.9889, -7.5176], [-5.1136, 0.9992, -8.3226], [-4.3766, 2.1662, -8.4696], [-4.1949, 4.2326, -7.9260], [-6.2103, 4.2165, -6.4977], [-7.5208, 2.1366, -6.2340], [-6.8175, 0.0788, -7.3968], [-4.8058, 0.0967, -8.8349], [-3.4940, 2.1736, -9.0961]], "smiles": "CC(C)C[SiH3].c1ccccc1.c1ccccc1.c1ccccc1.c1ccccc1.c1ccccc1.c1ccccc1.c1ccccc1", "lumo_energy_ev": 0.66, "de_lowest_ev": 0.000}



{"formula": "C46H55AsGe2N3O3OsS", "method": "ωB97M-V/def2-TZVPD", "elements": ["Os", "O", "N", "C", "C", "C", "C", "C", "S", "H", "H", "H", "H", "N", "C", "C", "O", "O", "H", "H", "H", "H", "H", "C", "Ge", "C", "C", "Ge", "C", "C", "C", "C", "C", "C", "C", "C", "C", "C", "C", "C", "H", "H", "H", "H", "H", "H", "H", "H", "H", "H", "H", "H", "H", "H", "H", "H", "H", "H", "H", "C", "C", "C", "C", "C", "C", "As", "N", "C", "C", "C", "C", "C", "C", "C", "C", "C", "C", "C", "C", "C", "C", "C", "C", "C", "C", "H", "H", "H", "H", "H", "H", "H", "H", "H", "H", "H", "H", "H", "H", "H", "H", "H", "H", "H", "H", "H", "H", "H", "H", "H", "H", "H"], "positions_angstrom": [[-1.4015, -0.0945, 0.8087], [-2.9953, -1.3815, 0.9296], [-4.2373, -1.0564, 0.5662], [-5.1212, -2.0512, 0.3442], [-6.3965, -1.7727, -0.0491], [-6.7709, -0.4349, -0.2271], [-5.8552, 0.5556, 0.0210], [-4.5551, 0.2316, 0.4305], [-3.3722, 1.4103, 0.7865], [-4.7343, -3.0471, 0.4907], [-7.0920, -2.5813, -0.2181], [-7.7704, -0.1849, -0.5565], [-6.0971, 1.6033, -0.0940], [-1.8968, -1.1288, 5.7996], [-2.1352, 0.3100, 5.6740], [-2.2792, 0.7048, 4.2069], [-2.5770, 1.7975, 3.8336], [-1.9853, -0.3149, 3.3600], [-1.1673, -1.3362, 6.4666], [-1.8362, -1.0925, 3.9512], [-2.7296, -1.6184, 6.0995], [-1.2852, 0.8796, 6.0494], [-3.0180, 0.6569, 6.2089], [-2.0507, 2.4106, -4.5110], [-2.2496, 2.3459, -2.5513], [-1.1005, 3.7026, -1.7013], [-4.0999, 2.9375, -2.2035], [-1.6663, 0.0831, -1.6251], [-0.1827, -0.7465, -2.6449], [0.3571, -0.1138, -3.7608], [1.2627, -0.7658, -4.5888], [1.6434, -2.0694, -4.3094], [1.1222, -2.7118, -3.1938], [0.2284, -2.0520, -2.3641], [-3.1169, -1.1339, -2.2464], [-3.0556, -2.5064, -1.9834], [-3.9919, -3.3815, -2.5151], [-5.0320, -2.8978, -3.2996], [-5.1185, -1.5389, -3.5584], [-4.1603, -0.6691, -3.0440], [-2.5149, 3.3354, -4.8595], [-2.5527, 1.5677, -4.9879], [-1.0083, 2.4163, -4.8252], [-1.6474, 4.6463, -1.6541], [-0.1820, 3.8654, -2.2647], [-0.8406, 3.4065, -0.6834], [-4.3094, 3.7591, -2.8930], [-4.1907, 3.3056, -1.1839], [-4.8470, 2.1601, -2.3615], [0.0714, 0.9065, -3.9809], [1.6609, -0.2584, -5.4595], [2.3438, -2.5827, -4.9562], [1.4063, -3.7359, -2.9785], [-0.1658, -2.5691, -1.4976], [-2.2698, -2.8968, -1.3492], [-3.9071, -4.4449, -2.3232], [-5.7690, -3.5787, -3.7070], [-5.9219, -1.1517, -4.1736], [-4.2214, 0.3843, -3.2872], [5.6118, -0.0735, -4.0819], [4.5753, -0.2217, -3.0015], [4.4648, -1.3830, -2.2514], [3.5114, -1.5148, -1.2530], [3.4277, -2.8148, -0.4915], [2.6666, -0.4311, -0.9615], [1.4707, -0.8255, 0.5386], [0.3565, 0.6671, 0.9019], [0.7350, 1.8799, 1.5327], [-0.2363, 2.7830, 1.9794], [0.1256, 3.9576, 2.6108], [1.4653, 4.2773, 2.7922], [2.4389, 3.4179, 2.3039], [2.0775, 2.2391, 1.6785], [2.6523, -0.8912, 2.1409], [2.0636, -1.4887, 3.2695], [0.7123, -2.1642, 3.2827], [2.7242, -1.4743, 4.4963], [3.9738, -0.9062, 4.6469], [4.6746, -0.8661, 5.9763], [4.5814, -0.3926, 3.5086], [3.9711, -0.3878, 2.2618], [4.8407, 0.1317, 1.1381], [2.7125, 0.7268, -1.7496], [1.7970, 1.9106, -1.5814], [3.6795, 0.8072, -2.7459], [6.3027, -0.9152, -4.0932], [6.1859, 0.8429, -3.9381], [5.1320, -0.0075, -5.0609], [5.1339, -2.2127, -2.4558], [4.1662, -3.5252, -0.8573], [2.4345, -3.2598, -0.6085], [3.5970, -2.6686, 0.5773], [-1.2797, 2.5553, 1.8318], [-0.6468, 4.6324, 2.9559], [1.7463, 5.1950, 3.2921], [3.4880, 3.6694, 2.3968], [2.8371, 1.5945, 1.2681], [0.3484, -2.4341, 2.2961], [-0.0063, -1.5002, 3.7532], [0.7635, -3.0728, 3.8828], [2.2407, -1.9310, 5.3545], [4.0343, -1.2396, 6.7743], [4.9749, 0.1535, 6.2214], [5.5783, -1.4776, 5.9506], [5.5814, 0.0214, 3.5901], [5.5395, 0.8717, 1.5277], [4.2983, 0.5752, 0.3128], [5.4310, -0.6900, 0.7247], [0.7892, 1.6060, -1.3081], [1.7432, 2.4629, -2.5195], [2.1654, 2.5987, -0.8202], [3.7328, 1.7108, -3.3457]], "charge": 1, "lumo_energy_ev": [-4.04, -3.71], "de_lowest_ev": 1.194}



| no. | total energy (a.u.) |
| --- | --- |
| 1 | -2258.65967 |
| 2 | -4407.00027 |
| 3 | -2074.68293 |
| 4 | -9054.08730 |